(1)
C13H30BI2O3P2Tc | ωB97M-V with the def2-TZVPD basis set

Computed properties:
- Max |F|: 6.1 eV Å⁻¹
- E_HOMO (alpha / beta): -0.7093 / -0.6854 Eh
- Frontier orbital gap (alpha / beta): 5.275 / 3.989 eV
- 2S+1: 4
- Total charge: +3
- <S²>: 4.00
- ΔE to the lowest compared entry with this formula, charge and spin: 24.2 kcal per mole

Cartesian coordinates (Å):
I -3.416 0.220 -2.706
I -0.318 0.557 -4.248
Tc -0.972 0.405 -1.240
P -0.855 -1.820 -1.877
C -1.625 -2.822 -0.570
C -1.513 -2.606 -3.376
H -1.262 -3.676 -3.335
H 0.977 -3.373 -1.970
H -1.074 -2.164 -4.279
H 1.391 -1.818 -2.762
H -2.533 -2.323 -0.210
H -2.602 -2.485 -3.415
C 0.908 -2.282 -1.895
H -1.900 -3.794 -0.993
H 1.425 -1.938 -0.986
H -0.939 -2.957 0.271
P -0.633 2.648 -1.722
C -0.853 3.630 -0.196
C 1.063 3.106 -2.198
H -1.650 3.129 -3.885
H -1.559 4.583 -2.837
H -2.805 3.333 -2.547
C -1.767 3.505 -2.860
H 1.330 2.641 -3.155
H 1.156 4.201 -2.286
H -0.699 4.690 -0.431
H -0.121 3.308 0.553
H 1.759 2.747 -1.427
H -1.862 3.476 0.204
C -2.153 0.755 0.227
O -2.839 0.987 1.142
C 0.681 -2.504 2.589
C 0.479 -1.000 2.527
C -0.196 -0.548 3.808
O -0.459 -0.724 1.482
B 0.237 -0.156 0.377
O 1.604 -0.019 0.666
C 1.774 -0.210 2.086
C 1.856 1.155 2.761
C 3.074 -0.947 2.359
H 1.256 -2.776 3.483
H 1.210 -2.879 1.701
H -0.295 -2.999 2.666
H -1.075 -1.182 3.967
H 0.453 -0.655 4.680
H -0.540 0.487 3.727
H 2.013 1.028 3.841
H 2.707 1.717 2.354
H 0.941 1.741 2.608
H 3.112 -1.925 1.865
H 3.938 -0.356 2.026
H 3.172 -1.113 3.441

These are the natural (NBO) partial charges, in e, on atoms 1 to 6:
1 I 0.323
2 I 0.282
3 Tc -0.151
4 P 1.198
5 C -0.957
6 C -0.953

=====

(2)
C15H22Cl6N4O4 | ωB97M-V with the def2-TZVPD basis set

Computed properties:
- Max |F|: 0.9 eV Å⁻¹
- E_HOMO: -0.3491 Eh
- SMILES: C[N+](=O)[O-].C[N+](=O)[O-].c1ccncc1.c1ccncc1.ClCCl.ClCCl.ClCCl
- Frontier orbital gap: 9.620 eV
- ΔE to the lowest compared entry with this formula, charge and spin: 0.3 kcal per mole

Cartesian coordinates (Å):
C -11.350 -15.115 18.816
N -10.347 -15.891 18.011
O -10.317 -17.096 18.165
O -9.713 -15.288 17.181
H -11.562 -14.216 18.253
H -10.923 -14.889 19.788
H -12.216 -15.760 18.902
C -6.930 -19.817 18.289
N -7.050 -18.420 17.811
O -6.851 -17.539 18.626
O -7.423 -18.252 16.672
H -7.886 -20.281 18.044
H -6.740 -19.820 19.353
H -6.204 -20.368 17.699
C -9.737 -17.583 22.958
C -9.712 -17.760 21.585
C -9.168 -18.941 21.098
N -8.805 -19.965 21.857
C -8.868 -19.786 23.176
C -9.281 -18.607 23.770
H -10.184 -16.710 23.411
H -9.947 -16.931 20.931
H -9.130 -19.112 20.024
H -8.499 -20.610 23.779
H -9.246 -18.479 24.842
C -13.960 -14.948 21.109
C -13.194 -14.073 21.863
C -12.450 -14.587 22.915
N -12.407 -15.877 23.225
C -13.146 -16.709 22.497
C -13.931 -16.301 21.427
H -14.636 -14.581 20.346
H -13.314 -13.001 21.761
H -11.847 -13.922 23.526
H -13.107 -17.763 22.753
H -14.471 -17.023 20.830
Cl -11.157 -21.814 18.259
C -11.885 -20.250 18.681
Cl -12.350 -20.163 20.383
H -11.156 -19.474 18.481
H -12.771 -20.144 18.071
Cl -7.694 -15.235 25.306
C -9.372 -14.782 25.617
Cl -9.756 -14.729 27.350
H -9.548 -13.804 25.185
H -10.036 -15.516 25.174
Cl -10.222 -20.812 26.242
C -9.819 -20.143 27.826
Cl -8.296 -20.775 28.434
H -9.715 -19.072 27.719
H -10.600 -20.434 28.513

These are the natural (NBO) partial charges, in e, on atoms 1 to 6:
1 C -0.485
2 N 0.539
3 O -0.411
4 O -0.344
5 H 0.233
6 H 0.237